(1)
The following is a DFT calculation (ωB97M-V/def2-TZVPD) of C35H43ClN2PtSi2 as an isolated structure at a distorted geometry.

Cartesian coordinates (Å):
C1 -0.313 4.200 1.864
C2 0.783 3.258 1.340
C3 0.637 3.269 -0.114
H1 1.698 3.107 1.919
C4 -0.400 4.147 -0.459
C5 -0.956 4.736 0.696
H2 -1.633 5.594 0.718
H3 -0.292 4.695 2.833
H4 1.341 2.785 -0.784
H5 -0.669 4.436 -1.478
Pt1 -0.722 2.131 2.027
Si1 1.887 -1.303 -2.324
C6 2.559 -3.034 -2.131
C7 1.681 -4.124 -2.166
H6 0.657 -4.000 -2.520
C8 2.118 -5.374 -1.718
H7 1.419 -6.217 -1.711
C9 3.442 -5.537 -1.272
H8 3.780 -6.521 -0.930
C10 4.335 -4.461 -1.311
H9 5.376 -4.592 -0.991
C11 3.896 -3.205 -1.745
H10 4.578 -2.352 -1.773
C12 0.926 -1.797 -3.947
C13 1.774 -2.289 -4.952
H11 2.851 -2.318 -4.764
C14 1.260 -2.799 -6.149
H12 1.970 -3.167 -6.896
C15 -0.125 -2.812 -6.370
H13 -0.505 -3.177 -7.326
C16 -0.984 -2.335 -5.375
H14 -2.063 -2.328 -5.548
C17 -0.461 -1.827 -4.177
H15 -1.168 -1.459 -3.432
H16 3.159 -0.583 -2.674
Si2 -1.196 -1.794 -0.418
C18 -1.470 -0.228 -1.512
C19 -0.464 0.490 -2.150
H17 0.613 0.172 -2.055
C20 -0.689 1.596 -2.950
H18 0.164 2.072 -3.434
C21 -1.992 2.069 -3.122
H19 -2.197 2.924 -3.777
C22 -3.023 1.415 -2.435
H20 -4.055 1.757 -2.544
C23 -2.773 0.292 -1.628
H21 -3.583 -0.211 -1.090
C24 0.779 -1.592 -0.210
C25 1.342 -0.327 0.170
H22 0.732 0.569 0.007
C26 2.556 -0.245 0.845
H23 3.051 0.730 0.929
C27 3.103 -1.403 1.411
H24 4.046 -1.346 1.970
C28 2.408 -2.612 1.283
H25 2.827 -3.527 1.715
C29 1.234 -2.694 0.539
H26 0.682 -3.636 0.484
H27 -2.294 -2.543 0.128
Cl1 -1.363 -0.524 1.471
C30 0.652 0.252 4.089
N1 -0.286 1.426 4.034
C31 0.420 2.572 4.657
C32 -1.591 1.165 4.731
C33 -2.564 2.279 4.344
N2 -2.735 2.260 2.829
C34 -3.670 1.153 2.455
C35 -3.409 3.506 2.411
H28 1.625 0.525 3.624
H29 0.805 -0.024 5.151
H30 0.200 -0.601 3.559
H31 0.639 2.328 5.703
H32 1.351 2.763 4.107
H33 -0.210 3.459 4.612
H34 -1.935 0.160 4.431
H35 -1.390 1.216 5.809
H36 -3.537 2.054 4.823
H37 -2.204 3.294 4.616
H38 -4.617 1.290 3.011
H39 -3.857 1.174 1.374
H40 -3.259 0.175 2.710
H41 -2.799 4.354 2.707
H42 -4.394 3.578 2.899
H43 -3.510 3.489 1.327

## Properties
E_HOMO (alpha / beta) = -10.57 / -12.42 eV
Spin multiplicity = 5
Net charge = +2
LUMO (alpha / beta) = -5.7592 / -9.2857 eV

(2)
The following is a DFT calculation (ωB97M-V/def2-TZVPD) of C52H36InN14O3S as an isolated structure at a distorted geometry.

Cartesian coordinates (Å):
In1 1.074 -0.155 0.204
C1 -0.982 4.761 -3.653
C2 -0.712 5.559 -2.571
C3 0.038 5.083 -1.460
C4 0.412 3.749 -1.502
C5 1.229 2.939 -0.581
N1 1.849 3.585 0.333
C6 2.721 2.853 1.129
C7 4.046 3.063 1.366
C8 4.827 4.273 1.033
C9 6.062 4.311 1.546
C10 6.590 3.224 2.349
C11 5.905 2.133 2.669
C12 4.544 2.031 2.232
C13 3.498 1.086 2.412
N2 3.576 -0.210 2.923
C14 3.194 -1.236 2.250
N3 2.535 -1.373 1.014
C15 2.665 -2.653 0.593
N4 2.353 -3.255 -0.528
C16 1.826 -2.487 -1.584
N5 1.391 -1.254 -1.539
C17 0.895 -0.819 -2.750
N6 0.530 0.498 -2.957
C18 0.597 1.585 -2.268
N7 1.219 1.636 -1.013
C19 0.078 2.934 -2.601
C20 -0.590 3.460 -3.657
C21 1.043 -1.880 -3.654
C22 0.809 -1.991 -5.044
C23 0.921 -3.183 -5.650
C24 1.432 -4.332 -4.908
C25 1.726 -4.218 -3.587
C26 1.622 -2.939 -2.895
C27 3.349 -3.438 1.625
C28 3.909 -4.733 1.648
C29 4.681 -5.103 2.705
C30 4.962 -4.195 3.726
C31 4.490 -2.903 3.656
C32 3.670 -2.532 2.646
N8 2.410 1.671 1.800
H1 -1.428 5.252 -4.506
H2 -1.094 6.537 -2.513
H3 0.381 5.698 -0.628
H4 4.399 5.083 0.454
H5 6.668 5.134 1.234
H6 7.554 3.490 2.756
H7 6.305 1.314 3.227
H8 -0.961 2.806 -4.461
H9 0.440 -1.052 -5.457
H10 0.668 -3.216 -6.706
H11 1.568 -5.270 -5.415
H12 2.226 -5.065 -3.094
H13 3.770 -5.356 0.826
H14 5.028 -6.106 2.796
H15 5.751 -4.396 4.424
H16 4.938 -2.125 4.284
C33 -2.836 -3.487 -5.083
C34 -2.104 -3.426 -3.688
C35 -3.054 -3.866 -2.658
N9 -3.873 -4.239 -1.941
H17 -2.014 -3.279 -5.796
H18 -3.640 -2.734 -5.115
H19 -3.217 -4.473 -5.251
H20 -1.677 -2.440 -3.546
H21 -1.102 -3.930 -3.668
O1 0.499 2.855 3.429
C36 0.345 1.949 2.668
N10 1.110 1.179 1.839
N11 -0.616 -4.019 0.220
C37 -1.335 -3.427 1.159
N12 -2.671 -3.386 1.031
S1 -0.639 -2.718 2.479
H22 -0.989 -4.336 -0.641
H23 0.401 -3.888 0.228
H24 -3.103 -3.802 0.191
H25 -3.177 -3.262 1.920
O2 -1.887 -1.391 -0.854
C38 -2.100 -0.543 -0.035
N13 -3.281 -0.091 0.426
C39 -3.101 0.910 1.424
C40 -1.597 0.767 1.725
O3 -1.064 1.449 2.688
N14 -1.107 0.046 0.796
C41 -4.082 0.723 2.523
C42 -3.789 -0.158 3.586
C43 -4.690 -0.498 4.592
C44 -5.981 0.027 4.569
C45 -6.294 0.912 3.578
C46 -5.346 1.303 2.588
C47 -3.124 2.313 0.796
C48 -2.710 3.412 1.571
C49 -2.636 4.713 1.012
C50 -3.048 4.913 -0.271
C51 -3.545 3.875 -0.986
C52 -3.495 2.570 -0.488
H26 -4.137 -0.605 0.361
H27 -2.776 -0.556 3.583
H28 -4.366 -1.211 5.325
H29 -6.770 -0.164 5.389
H30 -7.253 1.362 3.507
H31 -5.592 2.029 1.902
H32 -2.309 3.247 2.555
H33 -2.302 5.513 1.654
H34 -2.924 5.859 -0.786
H35 -3.715 3.979 -2.080
H36 -3.892 1.752 -1.104

## Properties
E_HOMO = -3.52 eV
Spin multiplicity = 1
Net charge = -1
LUMO = 1.9781 eV

(3)
The following is a DFT calculation (ωB97M-V/def2-TZVPD) of C18H41ClN4O10P as an isolated structure at a distorted geometry.

Cartesian coordinates (Å):
Cl1 0.701 -0.938 -0.245
O1 1.779 -1.885 -0.468
O2 0.915 0.170 -1.158
O3 -0.616 -1.515 -0.479
O4 0.850 -0.480 1.098
O5 -4.004 3.069 -0.767
P1 -2.911 2.120 -1.024
N1 -3.451 0.686 -1.796
C1 -2.705 -0.482 -2.091
C2 -4.638 0.853 -2.664
N2 -2.144 1.517 0.385
C3 -1.281 2.531 1.084
C4 -3.039 0.723 1.264
N3 -1.685 2.721 -2.069
C5 -0.472 1.960 -2.386
C6 -1.771 4.069 -2.635
H1 -3.281 -1.382 -1.877
H2 -1.737 -0.584 -1.601
H3 -2.373 -0.529 -3.128
H4 -4.338 1.499 -3.489
H5 -5.320 1.488 -2.097
H6 -5.141 -0.026 -3.066
H7 -0.311 2.674 0.608
H8 -1.679 3.544 1.131
H9 -1.102 2.137 2.084
H10 -3.904 1.257 1.659
H11 -3.302 -0.151 0.669
H12 -2.496 0.346 2.131
H13 -0.452 1.781 -3.461
H14 0.418 2.515 -2.089
H15 -0.518 1.006 -1.861
H16 -2.141 4.825 -1.943
H17 -2.502 4.100 -3.443
H18 -0.761 4.288 -2.982
O6 -1.334 2.574 2.892
C7 -0.379 1.871 3.254
O7 0.676 2.475 3.731
C8 1.540 1.488 4.295
C9 1.250 0.291 3.434
C10 -0.277 0.348 3.328
H19 1.459 1.314 5.367
H20 2.495 1.845 3.909
H21 1.580 -0.536 4.063
H22 1.763 0.277 2.473
H23 -0.823 -0.076 4.170
H24 -0.666 -0.138 2.433
O8 3.459 -1.354 -4.249
C11 2.319 -1.745 -4.048
O9 1.690 -2.641 -4.769
C12 0.285 -2.591 -4.636
C13 0.149 -1.843 -3.339
C14 1.419 -1.003 -3.164
H25 -0.227 -3.550 -4.725
H26 -0.145 -2.075 -5.495
H27 0.098 -2.620 -2.576
H28 -0.701 -1.162 -3.297
H29 1.823 -1.021 -2.151
H30 1.225 0.024 -3.473
C15 3.784 -0.084 2.274
C16 3.749 -1.632 2.166
C17 2.480 -2.160 2.867
O10 2.356 -3.535 2.502
C18 1.084 -4.050 2.847
N4 3.676 -2.097 0.780
H31 3.800 0.195 3.328
H32 2.949 0.410 1.778
H33 4.784 0.302 2.073
H34 4.695 -2.076 2.477
H35 1.616 -1.540 2.627
H36 2.539 -2.049 3.950
H37 0.801 -3.579 3.788
H38 0.980 -5.122 3.013
H39 0.357 -3.877 2.053
H40 2.799 -1.696 0.481
H41 4.286 -1.467 0.280

## Properties
E_HOMO = -3.93 eV
Spin multiplicity = 1
Net charge = -1
LUMO = 2.5364 eV

Record-wise energy relative to the best compared isomer or geometry (same formula, charge and spin) values, in eV: 4.029; 0.152; 13.364
Record-wise total energy values, in eV: -71475.1104; -97525.2157; -67560.2773